1.
Computed, not measured: a 2-piece molecular cluster, C6H7NO3 overall at a distorted geometry, with ωB97M-V/def2-TZVPD.

Positions of all 17 atoms, in Å:
C1 0.79645 0.06345 -0.55634
C2 0.94718 0.82813 0.61318
C3 0.52217 -1.89902 0.78394
C4 5.05732 -0.70220 -0.25824
C5 1.10461 2.34744 0.45898
C6 -0.04927 -2.08939 -1.41780
N1 0.48188 -1.29878 -0.32758
O1 5.21628 0.05079 0.58813
O2 5.00270 -1.42740 -1.13788
O3 0.94288 0.26267 1.73235
H1 0.62561 0.41911 -1.52107
H2 0.32075 2.81396 -0.08776
H3 1.20353 2.79758 1.41352
H4 2.06663 2.54965 0.00314
H5 -0.91176 -1.65284 -1.75813
H6 0.63776 -2.20434 -2.17246
H7 -0.33107 -3.06232 -0.95962

Atomic forces in eV per Å
0.0 0.1 1.6
-0.2 -0.2 -1.0
0.1 0.9 0.7
0.6 0.5 0.2
1.0 -1.2 0.3
-0.3 -2.3 2.5
0.6 1.5 0.8
-0.2 1.0 1.4
-0.5 -1.5 -1.5
-0.1 -1.0 -0.5
-0.2 0.4 -1.3
-0.6 0.2 -0.5
-0.3 0.3 1.1
0.1 0.0 -0.5
-2.1 1.2 -0.8
1.7 -0.3 -1.6
0.3 0.4 -0.7

Summary:
E_HOMO = -8.085 eV
E_tot = -513.1767 a.u.


2.
Computed, not measured: C6H7NO3 as an isolated structure at a distorted geometry, with ωB97M-V/def2-TZVPD.

Positions of all 17 atoms, in Å:
C1 -1.38976 -1.13022 1.52631
C2 -0.87830 -2.10424 0.74381
C3 -1.00335 0.27776 1.01179
C4 0.69249 0.80519 -0.69729
C5 0.11517 -1.76867 -0.29394
C6 0.95970 2.21611 -0.34690
N1 -0.18876 0.05829 -0.02663
O1 -1.42339 1.30726 1.46923
O2 1.28420 0.34717 -1.63557
O3 1.35692 -2.03036 -0.04108
H1 -2.07805 -1.13289 2.34835
H2 -1.19618 -3.05348 1.03852
H3 -0.24044 -1.94954 -1.39952
H4 0.89462 2.67362 -1.30292
H5 1.98008 2.26617 -0.04779
H6 0.34168 2.48329 0.47034
H7 1.85019 -1.95973 -0.82674

Atomic forces in eV per Å
1.0 1.3 -2.1
-0.9 1.4 2.4
-0.5 -1.9 1.1
0.1 1.1 0.0
-3.8 3.2 -1.8
-0.1 -1.0 0.5
0.8 -3.4 -1.2
-0.1 0.7 0.2
1.1 -1.5 -1.6
0.6 -0.9 2.0
-0.2 -0.6 0.2
0.1 -1.9 -0.2
0.7 0.6 2.1
-0.4 1.2 -0.4
0.9 0.1 0.3
-0.8 1.1 0.3
1.3 0.4 -1.7

Summary:
E_HOMO = -9.839 eV
E_tot = -513.2578 a.u.


3.
Computed, not measured: one molecule with the formula C6H7NO3S2, with ωB97M-V/def2-TZVPD.

Positions of all 19 atoms, in Å:
C1 -2.31996 -1.52980 0.38657
C2 -3.37564 -0.86552 -0.22555
C3 -1.15399 -0.84011 0.66052
C4 -3.21186 0.47357 -0.54132
C5 -1.10361 0.49898 0.28931
C6 3.55676 1.20472 -0.35605
N1 -2.09936 1.14436 -0.29420
O1 3.25834 -1.20363 0.71760
O2 1.44936 0.34385 1.00626
O3 1.92252 -0.65098 -1.27266
S1 0.32088 1.49515 0.60596
S2 2.54717 -0.24562 -0.05546
H1 -2.40813 -2.57221 0.65584
H2 -4.30066 -1.37379 -0.44941
H3 -0.31014 -1.31099 1.13912
H4 -3.99596 1.04589 -1.01881
H5 3.99306 1.50089 0.58637
H6 4.31909 0.91630 -1.06700
H7 2.91214 1.96893 -0.76713

Atomic forces in eV per Å
-0.1 0.1 0.0
0.1 0.0 0.0
0.0 0.1 0.0
-0.3 -0.2 0.0
0.0 -0.6 0.0
-0.5 -0.6 0.2
0.6 0.5 0.1
0.1 0.1 0.2
0.3 -0.3 0.1
-0.2 0.3 0.1
-0.1 0.4 -0.4
0.1 0.3 -0.3
0.0 -0.1 0.0
-0.1 0.0 0.0
0.0 -0.1 0.0
-0.1 -0.1 0.0
0.1 0.1 0.2
0.1 -0.1 -0.1
-0.1 0.2 -0.1

Summary:
structure (SMILES) = CS(=O)(=O)OSc1ccccn1
E_HOMO = -8.954 eV
E_tot = -1309.6543 a.u.


4.
Computed, not measured: a 4-piece molecular cluster, C6H7NO4 overall at a distorted geometry, with ωB97M-V/def2-TZVPD.

Positions of all 18 atoms, in Å:
C1 -3.02835 1.31763 2.11071
C2 1.13443 0.04172 1.23211
C3 1.95230 -0.13120 -1.99197
C4 5.87861 0.73906 -0.95059
C5 3.24539 -2.33423 -2.60596
C6 2.41621 -1.18628 -2.29414
N1 1.42321 0.72762 0.36502
O1 6.42507 -0.03929 -1.61938
O2 1.04780 -0.89328 2.12529
O3 5.37010 1.48845 -0.28431
O4 -1.89070 0.89106 2.08017
H1 -3.87214 1.18105 1.36409
H2 -3.41767 2.13915 2.84194
H3 1.31960 0.77302 -1.76339
H4 4.14568 -1.83970 -2.40270
H5 3.19853 -3.07548 -1.81848
H6 3.21267 -2.59690 -3.64034
H7 0.16273 -0.79594 2.52489

Atomic forces in eV per Å
-0.1 1.8 0.1
0.7 -0.9 0.2
-2.2 2.4 -0.2
1.7 -2.5 -2.1
-0.5 0.9 1.0
-0.3 -0.5 -0.2
-0.2 1.3 0.2
0.0 -0.1 -0.1
-1.0 0.3 0.3
-1.7 2.6 2.2
-2.0 0.2 0.1
1.1 -0.8 0.2
1.1 -1.3 -0.4
1.5 -1.8 -0.6
2.2 0.1 -0.2
-0.4 -0.7 -0.4
-0.2 -0.8 -0.4
0.2 -0.3 0.1

Summary:
structure (SMILES) = O=C=O.C#CC.N#CO.C=O
E_HOMO = -9.243 eV
E_tot = -588.4076 a.u.


5.
Computed, not measured: one molecule with the formula C6H7NO4 at a distorted geometry, with ωB97M-V/def2-TZVPD.

Positions of all 18 atoms, in Å:
C1 2.54744 -1.80980 0.22090
C2 2.35597 0.54160 -0.03733
C3 -2.29306 0.33944 -0.33823
C4 -1.76329 0.20146 1.12139
C5 -0.95017 0.57933 -1.08235
C6 -0.31775 0.43290 1.25865
N1 -0.02546 0.85491 0.08391
O1 1.97179 -0.63215 0.60445
O2 3.49062 -1.89737 -0.47422
O3 3.46228 0.91969 -0.29011
O4 1.28919 1.26786 -0.38222
H1 1.94080 -2.57145 0.74397
H2 -2.94024 -0.51829 -0.83738
H3 -2.90702 1.18931 -0.68309
H4 -2.35074 0.85419 1.79853
H5 -1.91492 -0.87725 1.54341
H6 -0.68574 -0.30387 -1.56208
H7 -0.90971 1.42947 -1.68822

Atomic forces in eV per Å
-0.3 0.3 0.9
1.2 -0.3 0.1
-0.3 -0.4 -2.5
-2.7 -2.3 1.4
-0.6 0.2 2.4
0.4 1.7 -0.1
0.3 -0.9 -1.3
0.2 0.9 -0.6
0.4 -0.7 -0.6
-1.2 -0.6 0.5
-1.2 0.2 0.4
0.5 -0.2 -0.4
1.8 1.1 1.4
0.0 0.1 1.4
0.6 -0.4 -0.1
-0.1 1.8 -0.8
1.1 -1.3 -1.1
-0.1 1.0 -1.2

Summary:
E_HOMO = -9.277 eV
E_tot = -588.3967 a.u.


6.
Computed, not measured: one molecule with the formula C6H7NOS2 at a distorted geometry, with ωB97M-V/def2-TZVPD.

Positions of all 17 atoms, in Å:
C1 0.33389 -0.38448 1.37713
C2 1.51040 -0.70718 -0.72703
C3 -0.43998 0.55997 0.74522
C4 0.65950 0.20335 -1.35232
C5 1.35978 -0.97942 0.63948
C6 -0.25996 0.90686 -0.56774
N1 2.21961 -1.82981 1.31339
O1 -4.19941 0.91699 -0.13099
S1 -3.24568 1.08131 -1.27425
S2 -1.26965 2.14741 -1.41197
H1 0.09710 -0.54388 2.38355
H2 2.33635 -1.35567 -1.12309
H3 -1.25182 1.15677 1.21350
H4 0.66083 0.49492 -2.32652
H5 2.18366 -1.89720 2.27940
H6 3.03360 -2.13954 0.89172
H7 -3.72823 2.36960 -1.92949

Atomic forces in eV per Å
-0.3 0.9 -1.6
0.7 -1.0 0.3
-1.4 1.5 0.5
0.3 -0.5 3.0
0.0 0.0 1.1
-0.1 -0.2 -1.8
-1.4 0.5 -1.4
1.8 0.6 -0.6
-1.6 1.9 -1.1
-0.7 -0.9 1.6
0.2 -0.7 1.4
-1.0 1.1 -0.6
0.7 -0.8 0.4
0.6 0.2 -2.8
-0.2 0.0 1.7
1.5 -0.6 -0.9
0.8 -2.1 0.7

Summary:
E_HOMO = -8.067 eV
E_tot = -1159.1335 a.u.


7.
Computed, not measured: one molecule with the formula C6H7NS at a distorted geometry, with ωB97M-V/def2-TZVPD.

Positions of all 15 atoms, in Å:
C1 -2.25362 0.77793 1.43265
C2 -1.59424 0.02385 0.77895
C3 -0.03924 0.95860 -1.46213
C4 1.35508 0.46097 0.46865
C5 -0.76810 -0.86322 -0.01477
C6 0.43532 -0.10648 -0.60852
N1 -0.41723 1.79829 -2.13805
S1 1.38916 -1.25542 -1.72212
H1 -2.84432 1.43163 2.00137
H2 1.71878 -0.33878 1.11208
H3 0.80638 1.17808 1.07789
H4 2.20695 0.96340 0.01485
H5 -1.36703 -1.28774 -0.82597
H6 -0.40287 -1.68258 0.61259
H7 1.77497 -2.05852 -0.72745

Atomic forces in eV per Å
0.3 -0.3 -0.3
-0.3 0.1 0.3
0.0 0.0 -0.1
0.0 0.2 0.1
0.0 -0.1 -0.1
0.6 -0.9 0.1
-0.2 0.5 -0.4
-0.2 0.3 0.0
-0.3 0.4 0.3
0.0 -0.1 0.0
0.0 0.0 0.0
0.0 0.0 0.0
0.1 0.0 0.1
0.0 0.0 -0.1
0.0 -0.1 0.1

Summary:
structure (SMILES) = C#CC[C@@](C)(S)C#N
E_HOMO = -9.854 eV
E_tot = -685.6889 a.u.


8.
Computed, not measured: one molecule with the formula C6H7NS at a distorted geometry, with ωB97M-V/def2-TZVPD.

Positions of all 15 atoms, in Å:
C1 1.66562 0.45942 0.01036
C2 0.55083 -0.48858 0.00049
C3 -0.77786 -0.00503 -0.03161
C4 -1.87245 -0.91099 0.03039
C5 -0.89969 1.41135 0.00695
C6 -1.08518 2.59953 0.07540
H1 1.48921 1.27883 -0.70525
H2 2.59446 -0.06006 -0.27795
H3 1.79424 0.92127 0.99802
H4 0.10453 -2.44614 -0.03300
H5 1.76994 -2.16646 0.12010
H6 -1.60852 -1.97162 0.03176
H7 -1.13715 3.61929 -0.23325
N1 0.85292 -1.77607 0.00156
S1 -3.44090 -0.46477 0.00602

Atomic forces in eV per Å
1.3 0.6 -0.3
-1.7 0.9 -0.1
1.9 -0.7 0.5
-0.5 0.6 -0.4
-0.8 0.0 0.1
0.4 0.0 -0.7
0.0 -0.3 0.3
-0.2 0.3 0.2
-0.1 -0.1 -0.2
0.1 -0.1 0.1
0.1 0.4 -0.1
-0.3 0.1 0.1
-0.2 0.0 0.4
-0.2 -1.4 0.0
0.0 -0.3 0.1

Summary:
structure (SMILES) = C#C/C(C=S)=C(\C)N
E_HOMO = -7.803 eV
E_tot = -685.6763 a.u.